No. 1
Here is 8 unconnected molecules or ions with the total composition C62H105N2O8PS at a distorted geometry from the Open Molecules 2025 dataset. Energies are from ωB97M-V/def2-TZVPD.

Properties
E: -3876.09766 hartree

```
! wB97M-V def2-TZVPD RIJCOSX def2/J DEFGRID3
* xyz 0 1
C -8.16787 -0.70324 -1.56947
C -7.98792 -1.27566 -0.09641
C -9.37573 -1.14894 0.64708
C -9.52255 -2.10665 1.89897
C -9.51222 -1.32785 3.28778
C -8.21511 -0.48864 3.49094
C -6.93060 -1.08831 3.15470
C -5.65527 -0.37318 3.32342
C -4.36851 -1.12757 2.89233
C -3.42654 -1.53517 4.09190
C -4.20857 -2.51798 5.04833
C -3.63469 -2.27684 6.52220
N -4.35978 -1.13261 7.12147
C -3.52087 -0.14019 7.62856
C -4.41782 0.85552 8.20327
C -5.79438 0.35398 7.95409
C -5.72241 -0.91873 7.25020
C -5.65579 0.99573 3.88302
C -6.95867 1.56031 4.20301
C -8.24926 0.88422 4.01066
P -9.78303 1.83671 4.44607
C -11.10012 1.72957 3.11906
C -10.44652 1.40340 6.14404
S -6.98636 3.24698 4.89890
C -5.47372 3.96611 4.17007
C -5.44578 5.40538 3.98272
C -4.24206 6.00303 3.42618
C -3.12718 5.12961 3.10888
C -3.15758 3.67251 3.30596
C -1.87029 2.87644 2.95096
C -1.96461 2.03498 1.62149
C -2.38250 2.90909 0.37137
C -3.83864 2.42971 -0.08361
C -4.73765 3.70692 -0.37765
C -4.67868 4.01023 -1.92903
O -6.01758 4.32565 -2.34975
C -6.04296 4.63945 -3.74725
C -4.38480 3.05691 3.85761
N -4.37657 1.63366 4.06737
H -8.90198 -1.33304 -2.14666
H -7.19337 -0.74919 -2.11491
H -8.60002 0.33536 -1.52481
H -7.19914 -0.70307 0.45735
H -7.66279 -2.34516 -0.23285
H -9.59373 -0.09192 0.94886
H -10.16170 -1.45991 -0.10152
H -8.68438 -2.84806 1.88377
H -10.50452 -2.65880 1.87546
H -10.45923 -0.76748 3.46866
H -9.48176 -2.14111 4.07544
H -6.89114 -2.12815 2.75804
H -4.61584 -2.04241 2.29816
H -3.81410 -0.44191 2.18038
H -2.53101 -2.06618 3.67830
H -3.15510 -0.59397 4.64887
H -5.31614 -2.35903 5.04795
H -4.02822 -3.57748 4.70591
H -2.56062 -1.98706 6.37157
H -3.75260 -3.23182 7.09201
H -2.41171 -0.16511 7.59487
H -4.09035 1.77807 8.71957
H -6.71325 0.88526 8.27699
H -6.51456 -1.60434 6.90054
H -11.76952 0.82869 3.18555
H -10.58983 1.77830 2.11878
H -11.77678 2.62737 3.18557
H -9.72882 0.81229 6.77471
H -10.58382 2.37982 6.69176
H -11.47089 0.92944 6.13341
H -6.34582 5.99526 4.27492
H -4.24667 7.10786 3.25887
H -2.20157 5.58070 2.68949
H -1.00533 3.59257 2.85881
H -1.63037 2.19978 3.81911
H -0.93912 1.60434 1.42546
H -2.64467 1.15717 1.78319
H -1.69984 2.70664 -0.49915
H -2.33766 3.99595 0.63997
H -3.70093 1.76264 -0.97869
H -4.36048 1.83985 0.72201
H -4.37052 4.58121 0.21567
H -5.78036 3.46132 -0.04525
H -4.31189 3.11704 -2.51455
H -4.02308 4.91654 -2.09767
H -6.63909 3.84496 -4.28479
H -6.57311 5.61017 -3.93034
H -5.02449 4.66545 -4.21490
H -3.67697 1.20690 3.46171
C 2.53411 4.01969 -2.33857
C 1.90318 5.39815 -2.40848
C 0.42469 5.07467 -2.28394
O 0.32677 3.89063 -1.48231
C 1.63407 3.31533 -1.34062
H 3.57796 4.02931 -2.03554
H 2.46661 3.53069 -3.31321
H 2.22774 5.99852 -1.55305
H 2.14364 5.94622 -3.32005
H -0.01882 4.85676 -3.26173
H -0.14397 5.88134 -1.81636
H 1.96826 3.49081 -0.31177
H 1.58084 2.23874 -1.50996
C 5.65045 -0.03068 -2.53013
C 4.49896 -0.35703 -3.45407
C 3.57884 0.83242 -3.24592
O 4.41698 1.95456 -2.93218
C 5.74586 1.47776 -2.66397
H 6.57959 -0.54041 -2.78951
H 5.38803 -0.29908 -1.50227
H 4.85002 -0.38075 -4.49055
H 4.01817 -1.31073 -3.23479
H 2.90428 0.66923 -2.39822
H 2.97810 1.05887 -4.12997
H 6.38097 1.76010 -3.50985
H 6.13335 1.95730 -1.76221
C 3.02871 -4.82234 -0.28438
C 3.17865 -3.82754 0.84890
C 4.41433 -3.05618 0.42962
O 4.43925 -3.05799 -1.00495
C 3.46885 -3.99969 -1.48280
H 2.01916 -5.22122 -0.38920
H 3.71421 -5.66157 -0.13450
H 2.31183 -3.15966 0.87345
H 3.27999 -4.29140 1.83067
H 5.32718 -3.54755 0.78171
H 4.40945 -2.02648 0.79468
H 2.63061 -3.43384 -1.90520
H 3.90941 -4.61057 -2.27292
C 6.08779 3.34309 -7.51842
C 6.75879 2.28787 -8.37965
C 7.72921 1.65501 -7.39938
O 7.13216 1.75848 -6.10011
C 6.00782 2.64425 -6.17235
H 5.11362 3.66103 -7.89131
H 6.73022 4.22563 -7.44421
H 6.02014 1.54898 -8.70428
H 7.25018 2.68992 -9.26596
H 8.68091 2.19705 -7.37601
H 7.93134 0.60725 -7.62736
H 5.09816 2.03829 -6.09202
H 6.03631 3.34141 -5.33290
C 5.92218 -6.80453 4.67720
C 5.74025 -5.33452 4.99996
C 6.09664 -4.67685 3.67914
O 5.73296 -5.60012 2.64331
C 5.43975 -6.87157 3.23960
H 5.37298 -7.47179 5.34183
H 6.98273 -7.06770 4.72846
H 4.69295 -5.13567 5.24606
H 6.35676 -4.98633 5.82893
H 7.17390 -4.49452 3.60357
H 5.57215 -3.73101 3.52678
H 4.35567 -7.02321 3.19181
H 5.92732 -7.66420 2.66945
C 7.68920 -4.18391 -8.85853
C 7.18770 -3.69870 -7.51299
C 7.89890 -2.36494 -7.37394
O 8.07836 -1.85006 -8.70411
C 7.77921 -2.88932 -9.64550
H 7.04041 -4.92339 -9.32895
H 8.68469 -4.62376 -8.74716
H 6.10558 -3.54261 -7.55495
H 7.40160 -4.38239 -6.69121
H 8.88998 -2.48700 -6.92515
H 7.33220 -1.64819 -6.77618
H 6.82237 -2.64666 -10.12081
H 8.55243 -2.91918 -10.41541
C 10.05490 -2.40866 -0.52294
C 9.95732 -0.91293 -0.75949
C 9.88419 -0.83985 -2.27418
O 9.23669 -2.03955 -2.71578
C 9.15753 -2.95814 -1.61835
H 9.74466 -2.71730 0.47586
H 11.08479 -2.74306 -0.67976
H 9.03173 -0.52762 -0.32121
H 10.79176 -0.34608 -0.34552
H 10.88419 -0.81372 -2.72029
H 9.32388 0.02925 -2.62504
H 8.11282 -3.00205 -1.29108
H 9.45984 -3.95311 -1.95034
*
```


No. 2
Here is 14 unconnected molecules or ions with the total composition C62H122F15N9O24S5 at a distorted geometry from the Open Molecules 2025 dataset. Energies are from ωB97M-V/def2-TZVPD.

Properties
E: -8220.87497 hartree

```
! wB97M-V def2-TZVPD RIJCOSX def2/J DEFGRID3
* xyz 4 1
C 20.69218 9.99995 20.18217
C 19.27526 9.56431 19.77189
O 18.88165 8.38482 19.71720
N 18.26280 10.70659 19.31344
H 17.61785 10.84674 20.07797
H 18.69196 11.61437 19.20462
C 17.64982 10.27247 17.99170
H 20.55580 10.74048 20.97028
H 21.14528 10.30539 19.23904
H 21.19064 9.09086 20.51864
H 17.05202 9.37494 18.15037
H 18.43120 10.12862 17.24547
H 16.93194 11.05384 17.74232
C 21.36620 12.89255 15.74713
C 20.35625 13.67986 14.87701
O 20.53537 13.75047 13.62751
N 19.32809 14.54781 15.56711
H 19.62961 14.25414 16.48523
H 19.53984 15.49667 15.29340
C 17.85854 14.33894 15.27255
H 22.02530 12.13118 15.32999
H 20.87049 12.51867 16.64300
H 22.08784 13.62880 16.10107
H 17.46004 13.41225 15.68550
H 17.71290 14.35260 14.19241
H 17.32014 15.18363 15.70234
C 12.47458 21.83353 20.52533
C 11.97730 20.44377 20.91794
O 11.32016 19.70807 20.21813
N 12.38632 20.01056 22.38203
H 12.86426 20.73210 22.90267
H 11.52342 19.90334 22.89586
C 13.14722 18.70391 22.29788
H 12.25432 22.49477 21.36339
H 11.97316 22.16199 19.61494
H 13.55648 21.71342 20.46922
H 13.64492 18.49578 23.24501
H 13.92180 18.77347 21.53416
H 12.43062 17.89546 22.15300
C 11.58660 9.35860 13.67154
C 11.03170 10.13447 14.83079
O 10.14640 10.98128 14.78413
N 11.62476 9.77757 16.25422
H 10.89542 9.47640 16.88466
H 12.21540 8.96013 16.19909
C 12.43866 10.95247 16.83474
H 11.26906 8.32125 13.77725
H 12.67648 9.34538 13.66171
H 11.25518 9.70524 12.69272
H 11.75600 11.80071 16.88541
H 13.26584 10.94183 16.12497
H 12.87938 10.71795 17.80368
C 16.67750 19.83334 13.62099
C 16.37318 19.87465 15.17385
C 16.84354 21.23671 15.75197
C 15.73244 22.28600 15.50640
C 14.42270 21.95941 16.12159
C 13.82202 20.56304 15.65271
N 14.89278 19.55402 15.54421
O 14.42830 18.28333 14.95113
C 13.08750 20.84386 14.33097
C 12.90876 19.96962 16.71619
C 17.13784 18.71602 15.90797
H 16.28786 18.97744 13.06989
H 17.75095 19.92678 13.45636
H 16.14004 20.60586 13.07104
H 17.77340 21.58841 15.30502
H 16.94080 21.05310 16.82198
H 15.74696 22.43254 14.42640
H 16.12486 23.25708 15.80825
H 13.74576 22.81131 16.05744
H 14.69846 21.91795 17.17531
H 12.29578 21.58058 14.46713
H 12.59270 19.97006 13.90701
H 13.73316 21.33410 13.60235
H 12.65518 18.92544 16.53319
H 11.94352 20.47428 16.67450
H 13.25316 20.18905 17.72680
H 18.18083 18.59008 15.61745
H 16.72164 17.73468 15.68026
H 17.02422 18.84088 16.98482
C 8.86249 11.76958 28.38566
C 9.56972 12.68834 27.44636
C 10.94090 13.10229 28.06486
C 11.97426 11.90904 28.10908
C 12.24410 11.43844 26.61831
C 10.99134 11.01725 25.84279
N 9.87780 12.07236 26.05859
O 8.82452 12.02576 25.13219
C 10.53472 9.69840 26.45387
C 11.42000 10.97265 24.29811
C 8.83990 13.99398 27.16512
H 9.32088 10.81663 28.65001
H 7.88550 11.50261 27.98282
H 8.64382 12.36515 29.27199
H 10.81246 13.59343 29.02943
H 11.36102 13.83053 27.37114
H 11.62140 11.15614 28.81387
H 12.91520 12.24948 28.54131
H 12.97430 10.62919 26.62158
H 12.65544 12.27079 26.04727
H 11.24014 8.89408 26.24516
H 9.64585 9.34429 25.93176
H 10.42313 9.56081 27.52938
H 10.58124 10.48543 23.80092
H 12.23346 10.26776 24.12629
H 11.58746 11.92015 23.78596
H 9.44441 14.76022 26.67980
H 8.53147 14.51338 28.07242
H 7.92860 13.89228 26.57581
C 17.57162 16.11877 25.37046
C 18.77400 16.37949 24.45406
C 18.37476 16.24018 22.93951
C 17.57194 17.32807 22.31909
C 18.28990 18.64555 22.55655
C 18.69772 18.94800 24.00525
N 19.24312 17.77906 24.78056
O 19.60164 18.02979 26.09775
C 17.49272 19.52071 24.77501
C 19.83514 19.93298 23.90286
C 19.92208 15.39228 24.63202
H 17.90139 16.12536 26.40936
H 17.14492 15.11816 25.30118
H 16.74536 16.81514 25.22740
H 17.89824 15.27761 22.75376
H 19.28732 16.26756 22.34404
H 16.57743 17.19518 22.74500
H 17.47556 17.18279 21.24312
H 17.63856 19.41328 22.13888
H 19.16100 18.60228 21.90278
H 16.59358 18.96725 24.50421
H 17.39226 20.59202 24.60093
H 17.61103 19.61247 25.85468
H 20.64220 19.48283 23.32481
H 20.37494 20.23183 24.80142
H 19.48270 20.84409 23.41936
H 19.60648 14.39031 24.34122
H 20.19255 15.22930 25.67527
H 20.86094 15.64315 24.13834
C 11.47372 13.41120 13.16576
C 11.82646 14.84879 12.69193
C 11.43216 14.90154 11.21963
C 10.00770 15.17606 10.84001
C 9.53356 16.32182 11.62667
C 9.58806 16.26801 13.17528
N 10.99214 15.91849 13.50694
O 11.69130 16.59616 14.55197
C 8.55392 15.24421 13.73749
C 9.16213 17.74843 13.66135
C 13.40150 15.17875 12.85091
H 11.43384 13.34285 14.25289
H 12.08514 12.61084 12.74900
H 10.48820 13.21356 12.74415
H 11.62572 13.95293 10.71885
H 12.05364 15.56235 10.61531
H 9.39334 14.28038 10.93173
H 9.94376 15.28469 9.75733
H 8.53246 16.53176 11.25012
H 10.04698 17.22402 11.29422
H 8.89981 14.21905 13.60517
H 7.55412 15.40959 13.33607
H 8.43632 15.32759 14.81791
H 9.94174 18.49215 13.49646
H 9.00524 17.89091 14.73055
H 8.29498 18.18829 13.16875
H 14.04174 14.44658 12.35885
H 13.74144 15.21482 13.88592
H 13.66740 16.11901 12.36790
C 12.30782 14.21582 21.35841
C 13.74628 14.15337 20.70749
C 13.90626 12.71288 20.12006
C 14.96764 12.61344 19.04111
C 14.71924 13.56245 17.89782
C 14.63540 15.02897 18.26319
N 13.73930 15.14987 19.54356
O 12.97060 16.32609 19.55840
C 14.09538 15.84109 17.01779
C 16.03724 15.56716 18.74148
C 14.99200 14.31969 21.55931
H 12.37470 13.41531 22.09517
H 11.53244 13.96648 20.63404
H 12.00272 15.17871 21.76812
H 13.03328 12.25568 19.65427
H 14.23216 12.03591 20.90975
H 14.87592 11.64262 18.55410
H 15.97062 12.71911 19.45462
H 13.73506 13.32322 17.49500
H 15.48726 13.44309 17.13361
H 14.59784 15.62437 16.07510
H 14.26940 16.89453 17.23709
H 13.02124 15.68870 16.91239
H 16.10854 16.58428 19.12682
H 16.65446 15.62090 17.84469
H 16.52657 14.93854 19.48545
H 15.14988 15.36481 21.82559
H 15.95150 13.87883 21.28898
H 14.80444 13.88307 22.54028
C 16.08294 11.51030 24.15796
F 16.12944 10.91654 25.35781
F 14.81008 11.59809 23.83156
F 16.67944 12.69993 24.29096
S 17.06010 10.52640 22.79270
O 16.62276 11.18925 21.56793
O 18.47508 10.77480 22.98641
O 16.68970 9.11319 22.89037
C 9.47954 10.51611 20.30387
F 10.20577 11.54347 19.92898
F 9.61230 10.28452 21.61216
F 8.21344 10.71661 20.05263
S 9.97062 8.93443 19.27268
O 11.44006 8.88061 19.26434
O 9.32122 7.75236 19.87185
O 9.52736 9.14781 17.92284
C 8.81222 13.68606 17.98065
F 8.92041 12.39286 17.56436
F 7.75230 14.27231 17.45601
F 8.73184 13.60718 19.37715
S 10.42154 14.63710 17.49283
O 10.29584 16.05412 17.92757
O 11.49310 13.91527 18.20177
O 10.49400 14.54140 16.04997
C 10.08750 16.19803 23.66706
F 9.85620 15.33786 22.68977
F 10.20670 17.33063 23.10444
F 8.97852 16.04617 24.41842
S 11.69958 15.73098 24.68574
O 11.62880 16.49109 25.90598
O 11.56786 14.26601 24.78179
O 12.82962 16.08091 23.82459
C 20.22538 17.77820 18.59175
F 19.91950 19.04276 18.16287
F 20.50726 17.80253 19.90304
F 19.19108 17.03479 18.22967
S 21.79580 17.10869 17.67169
O 22.46832 16.17469 18.56722
O 21.27132 16.49896 16.45843
O 22.66234 18.24553 17.38260
*
```


- Which value of E does entry 1 give?
  -3876.09766 hartree


- The lowest E belongs to which entry?
  C62H122F15N9O24S5